Below is an isolated molecule of C4H9N in a non-equilibrium geometry, with properties calculated with ωB97M-V/def2-TZVPD.

Last column: natural (NBO) charge in e.
Geometry (Å):
C  0.40706  -0.92039  1.29549  -0.6710
C  0.44160  -0.08528  -0.02016  -0.0942
C  -0.47567  0.86732  -0.35055  -0.0003
N  -1.80101  0.91074  0.14551  -0.8207
C  1.40278  -0.52513  -1.05887  -0.6244
H  1.44937  -0.93340  1.81985  0.2205
H  0.13717  -2.00224  1.22465  0.2099
H  -0.21985  -0.50444  2.13459  0.2221
H  -0.10715  1.51584  -1.15205  0.1856
H  -2.44213  1.26894  -0.54493  0.3770
H  -1.96165  -0.06098  0.36101  0.3740
H  2.46914  -0.45704  -0.74533  0.1996
H  1.43081  0.27162  -1.83658  0.2085
H  1.19670  -1.49257  -1.47527  0.2135

Results
Calculated total energy, Ha: -212.5104
Frontier orbital gap, Ha: 0.3208

=====

Below is a structure of composition C36H99HfN5O17 in a non-equilibrium geometry, with properties calculated with ωB97M-V/def2-TZVPD.

Last column: Mulliken charge in e.
Geometry (Å):
Hf  -8.73972  11.47873  -19.47083  1.1257
C  -4.89948  9.13611  -18.19049  1.9141
C  -5.87171  10.08109  -17.49308  1.5962
O  -7.06561  10.35947  -18.22392  1.4743
H  -5.30101  8.12650  -18.22264  0.0228
H  -3.92060  9.19054  -17.70779  -0.6859
H  -4.65242  9.54116  -19.17178  -1.2902
H  -5.40819  11.00997  -17.14652  -0.9985
H  -6.24738  9.63983  -16.56183  -0.4057
C  -9.69022  10.72172  -15.42279  -0.1809
C  -10.36280  11.78486  -16.27671  -0.5019
O  -10.06559  11.79385  -17.62649  -0.6945
H  -9.64781  10.94255  -14.35659  0.1947
H  -8.66556  10.48512  -15.72110  -0.3749
H  -10.24002  9.78061  -15.49700  0.4308
H  -10.12800  12.70597  -15.73177  0.1935
H  -11.43348  11.61691  -16.13221  0.3809
C  -8.50970  9.62850  -10.64949  -0.9109
O  -7.60484  9.65563  -11.74084  -0.2477
C  -7.49280  8.41456  -12.42699  -1.2568
C  -6.69505  8.59336  -13.75968  1.2799
N  -5.37787  9.07385  -13.34281  -0.2644
C  -4.39947  9.42079  -14.37384  0.3693
C  -3.30525  10.36769  -13.88864  -0.2871
O  -3.68252  11.65545  -13.47727  -0.1746
C  -2.59969  12.52189  -13.20353  -0.8796
H  -8.71090  10.61733  -10.24272  0.2577
H  -8.07880  9.02126  -9.84970  0.3277
H  -9.46878  9.19025  -10.93841  0.3720
H  -8.50009  8.15886  -12.77265  0.4295
H  -7.05712  7.66435  -11.76750  0.4815
H  -7.29237  9.27500  -14.37676  -0.7399
H  -6.60907  7.59801  -14.19668  0.0662
H  -5.43300  9.83122  -12.67516  0.4923
H  -4.75474  9.92695  -15.28658  -0.9834
H  -3.97437  8.51729  -14.81785  0.6206
H  -2.62489  10.50142  -14.74194  -0.2914
H  -2.65399  9.92537  -13.12626  0.5603
H  -3.00786  13.52196  -13.07807  0.3131
H  -1.95922  12.57343  -14.09375  0.2106
H  -1.91930  12.21978  -12.40564  0.3568
C  -3.41223  7.27958  -21.36632  -0.1379
O  -3.29353  8.69035  -21.42085  -0.1219
C  -4.42189  9.32027  -21.98571  0.3045
C  -4.08022  10.79194  -22.16836  -1.0883
N  -4.00605  11.36143  -20.82036  1.0761
C  -3.47879  12.73477  -20.82671  -1.4204
C  -3.53608  13.27843  -19.42553  0.3604
O  -2.55542  12.73655  -18.58642  -0.3444
C  -2.71747  12.81178  -17.22245  -0.8968
H  -3.37203  6.77951  -22.33558  0.4224
H  -4.26632  6.87678  -20.81758  -0.1721
H  -2.55392  7.00974  -20.75121  -0.2025
H  -5.30271  9.11247  -21.37166  -0.5426
H  -4.63597  8.85402  -22.95445  0.5625
H  -4.81093  11.34159  -22.76910  0.4568
H  -3.17478  10.91934  -22.76905  0.4021
H  -3.43475  10.81721  -20.18307  -0.7937
H  -4.08446  13.34198  -21.50358  0.4636
H  -2.45649  12.74093  -21.21550  0.4795
H  -4.53487  13.14077  -18.99066  -0.3799
H  -3.39818  14.36688  -19.44026  0.5536
H  -2.78671  13.84392  -16.85299  0.4670
H  -1.76707  12.50641  -16.77849  0.3276
H  -3.50623  12.20704  -16.76261  0.3787
C  -0.64295  9.66115  -16.41705  -0.5137
O  -0.66715  9.01887  -17.67434  0.5140
C  -0.61261  9.91363  -18.74903  0.8006
C  -0.15359  9.17908  -19.99563  -0.9734
N  1.27635  8.83282  -19.87889  -0.0131
C  2.16920  9.93890  -20.23129  -0.1256
C  3.61461  9.62660  -19.88582  -0.4302
O  4.57237  10.56515  -20.37568  -0.3924
C  5.86660  10.30705  -19.88195  -0.7131
H  0.16860  10.36104  -16.20294  0.5135
H  -0.56798  8.96182  -15.58202  0.3738
H  -1.62396  10.13395  -16.30000  -0.8736
H  -0.05517  10.82945  -18.53607  0.5174
H  -1.59656  10.30539  -19.05412  -1.1230
H  -0.40838  9.71431  -20.91102  0.4874
H  -0.73017  8.25587  -20.09685  -0.1219
H  1.48280  8.42326  -18.97291  0.0804
H  1.90522  10.81242  -19.62224  0.0826
H  2.12413  10.18383  -21.29239  0.3622
H  3.91890  8.67664  -20.34172  0.3460
H  3.74590  9.43012  -18.81631  0.1201
H  6.19273  9.33530  -20.27042  0.3083
H  5.95502  10.29840  -18.79346  0.2799
H  6.59799  10.99900  -20.29646  0.2821
C  -4.68775  4.84914  -15.93292  -0.4483
O  -3.35963  4.99243  -16.33719  -0.4501
C  -3.11861  5.96255  -17.33035  1.7709
C  -1.79946  5.51572  -17.99328  -0.7877
N  -0.63513  6.05583  -17.27416  -0.3325
C  0.55689  5.53323  -18.02584  -0.6610
C  1.81044  5.97740  -17.27016  -0.7098
O  1.78575  7.38577  -17.27929  -0.0681
C  2.68866  8.02426  -16.40263  -1.1513
H  -4.74927  3.99272  -15.26225  0.3875
H  -5.37955  4.57734  -16.74083  0.2671
H  -5.09886  5.74643  -15.45793  -0.0479
H  -3.00263  6.99380  -16.97897  -0.3987
H  -3.93921  5.95535  -18.05746  -0.7961
H  -1.80810  5.92357  -19.01207  0.1265
H  -1.79903  4.42887  -17.95763  0.5068
H  -0.57972  7.06452  -17.34831  0.2615
H  0.56870  5.98066  -19.02486  0.2082
H  0.56749  4.44801  -18.11660  0.4695
H  2.68554  5.55152  -17.77279  0.4777
H  1.80711  5.55337  -16.26244  0.4357
H  2.32575  7.87306  -15.37992  0.3277
H  2.66243  9.09857  -16.57817  0.3044
H  3.67288  7.56044  -16.49374  0.3389
C  -8.65309  12.72243  -12.86208  -0.1666
O  -7.39770  13.22042  -13.26285  -0.5567
C  -6.68694  12.35792  -14.16075  1.5233
C  -5.82702  13.24180  -15.05330  -0.2563
N  -6.58415  14.20612  -15.84779  -0.4565
C  -5.62976  15.12787  -16.50620  -0.0906
C  -6.31183  16.29113  -17.19570  -0.8602
O  -7.03653  15.79199  -18.29968  -0.1854
C  -7.60352  16.72229  -19.20487  -0.9340
H  -8.86248  13.14607  -11.87883  0.3721
H  -8.60643  11.63213  -12.85389  -0.2281
H  -9.44091  13.13494  -13.50338  0.1461
H  -7.31685  11.75189  -14.81987  -1.3842
H  -6.08847  11.71013  -13.52277  0.4355
H  -5.37420  12.51768  -15.73793  -0.6091
H  -5.01273  13.72744  -14.51146  0.8511
H  -7.27543  14.74088  -15.33672  0.2385
H  -5.02557  14.57650  -17.23139  -0.3728
H  -4.85979  15.47701  -15.81082  0.5436
H  -5.54581  16.97940  -17.57110  0.4574
H  -6.90229  16.95627  -16.55858  0.4497
H  -8.20660  16.11789  -19.88486  0.2618
H  -6.83211  17.25847  -19.75848  0.3013
H  -8.31693  17.40240  -18.73575  0.3180
O  -7.70012  13.22373  -18.12508  -0.3024
H  -7.42043  13.10455  -17.19212  0.1216
H  -7.51832  14.17183  -18.31044  0.5826
O  -8.59941  7.94200  -16.64599  -0.7463
H  -7.86348  8.55985  -16.54800  -0.1610
H  -8.65285  7.49443  -15.79509  0.3945
O  -6.72647  12.02566  -20.49022  -0.5460
H  -5.80023  11.64932  -20.45818  0.2186
H  -6.67631  12.73505  -21.14722  0.3278
O  -9.42909  9.21621  -18.97506  -0.4797
H  -10.14271  8.63723  -19.27486  0.2782
H  -9.04777  8.76142  -18.19426  0.2939
C  -6.97480  6.07124  -19.32425  -0.4850
C  -7.00447  7.03004  -20.51543  0.4144
O  -8.31349  7.17012  -21.02238  -0.5518
H  -5.94881  5.77766  -19.08956  -0.1382
H  -7.47403  5.11427  -19.48107  0.5034
H  -7.40018  6.54636  -18.44036  0.0655
H  -6.32956  6.72899  -21.31750  0.5091
H  -6.69353  8.01953  -20.17833  -0.7131
H  -8.64686  6.37815  -21.45238  0.3407

Results
Net charge: +2
Calculated total energy, Ha: -3031.0632
Frontier orbital gap, Ha: 0.0964

=====

Below is a cluster of 7 separate species, C14H42O7 in total in a non-equilibrium geometry, with properties calculated with ωB97M-V/def2-TZVPD.

Last column: natural (NBO) charge in e.
Geometry (Å):
C  -4.67353  -2.46119  0.22895  -0.6272
C  -3.40707  -3.07855  -0.36476  -0.0643
O  -2.32596  -2.22919  0.05791  -0.7447
H  -4.44849  -2.34203  1.28879  0.1980
H  -5.58318  -3.04082  0.07187  0.2162
H  -4.79891  -1.45488  -0.17071  0.2136
H  -3.45843  -3.04278  -1.45296  0.1851
H  -3.28444  -4.11293  -0.04361  0.1708
H  -2.16830  -2.50083  0.96508  0.4740
C  -3.20737  0.75291  2.20019  -0.6281
C  -4.00488  1.66139  1.26667  -0.0615
O  -4.16246  2.90518  1.90543  -0.7167
H  -3.78323  0.69103  3.12359  0.2092
H  -2.18388  1.01139  2.47173  0.2126
H  -3.16651  -0.27219  1.83198  0.2029
H  -4.94905  1.18799  0.99741  0.1532
H  -3.46892  1.73650  0.32051  0.1573
H  -4.63624  3.49094  1.31043  0.4689
C  4.35642  -1.60762  0.07338  -0.6462
C  3.83897  -2.54403  -1.03354  -0.0662
O  3.38177  -3.75041  -0.51898  -0.7254
H  4.80286  -0.71910  -0.37309  0.2215
H  5.11944  -1.96197  0.76643  0.2239
H  3.57434  -1.20268  0.71563  0.2065
H  4.69630  -2.73409  -1.67925  0.1587
H  3.10701  -2.03227  -1.65839  0.1681
H  2.78884  -4.12752  -1.17305  0.4813
C  -3.30801  2.60236  -3.65306  -0.6215
C  -2.68481  1.24146  -3.26967  -0.0522
O  -1.27988  1.34630  -3.18224  -0.7645
H  -3.07638  2.91126  -4.67239  0.2077
H  -2.99877  3.38436  -2.95955  0.2098
H  -4.39129  2.49854  -3.59116  0.2003
H  -2.96253  0.39519  -3.89801  0.1535
H  -3.02655  1.01395  -2.25994  0.1464
H  -0.90546  0.68172  -2.59938  0.5025
C  5.26925  3.96821  0.03304  -0.6165
C  4.10935  4.27496  0.88874  -0.0469
O  3.68351  3.11121  1.32535  -0.7138
H  5.08601  3.35803  -0.85139  0.2089
H  6.09764  3.50260  0.56697  0.2102
H  5.58916  4.95443  -0.30328  0.2015
H  3.33247  4.83742  0.37086  0.1488
H  4.42585  4.87130  1.74448  0.1408
H  2.77027  3.13487  1.62034  0.4694
C  0.93898  -1.82881  2.64542  -0.6389
C  1.06564  -3.16926  1.89561  -0.0573
O  2.32724  -3.65660  2.05845  -0.7242
H  1.80366  -1.18617  2.47975  0.2085
H  0.90243  -1.87031  3.73401  0.2122
H  -0.00847  -1.33881  2.42109  0.1891
H  0.83981  -3.06268  0.83459  0.1454
H  0.23476  -3.79389  2.22360  0.1487
H  2.69676  -3.47810  1.19058  0.4957
C  1.28933  1.02013  -1.00888  -0.6467
C  0.41838  -0.01801  -0.27782  -0.0617
O  -0.64756  -0.43006  -1.12984  -0.7739
H  1.96396  0.58821  -1.74808  0.2058
H  1.92556  1.53510  -0.28908  0.2148
H  0.74167  1.85597  -1.44423  0.2306
H  0.07937  0.48221  0.62935  0.1584
H  0.95058  -0.93605  -0.02870  0.1612
H  -1.20700  -1.02328  -0.62318  0.5065

Results
Calculated total energy, Ha: -1085.1654
Frontier orbital gap, Ha: 0.3665

=====

Below is a cluster of 12 separate species, C26H75O12 in total in a non-equilibrium geometry, with properties calculated with ωB97M-V/def2-TZVPD.

Last column: Mulliken charge in e.
Geometry (Å):
C  7.00710  6.38118  16.31527  -0.5100
C  6.90008  5.74911  14.90035  1.7153
C  8.12637  6.11449  13.97252  -1.0770
O  6.59723  4.34739  14.97369  1.3789
H  6.19407  6.27788  17.03389  -0.0755
H  7.04203  7.46274  16.18447  0.6399
H  7.90712  6.05954  16.83929  -0.5205
H  6.08623  6.22302  14.35157  -1.3938
H  8.37516  7.17436  14.02600  0.1143
H  7.93140  5.72158  12.97467  0.3791
H  9.00358  5.62046  14.39032  -0.0675
C  10.19903  9.44678  12.87324  -0.7096
C  9.33379  10.58129  12.35732  0.4142
C  8.04901  10.92762  13.14458  -0.8504
O  10.09550  11.72019  12.32789  -0.5688
H  11.07959  9.27118  12.25527  0.4201
H  9.65146  8.50690  12.94325  -0.1279
H  10.61368  9.60689  13.86849  0.4698
H  8.97201  10.34984  11.35550  0.0807
H  7.41781  11.62867  12.59848  0.4423
H  8.32770  11.31451  14.12476  0.4144
H  7.48481  10.02435  13.37666  -0.2502
H  9.66445  12.41073  11.81903  0.3758
C  12.06589  6.23660  11.05760  -1.1246
C  10.94862  6.05106  10.00907  0.2835
C  9.84451  7.09959  10.22064  -0.5041
O  11.63116  6.12043  8.78048  -0.5828
H  12.60397  7.17994  10.96455  0.3130
H  12.75089  5.39641  10.94380  0.4010
H  11.66875  6.13231  12.06731  0.1171
H  10.61678  5.01288  10.02127  0.3070
H  9.47103  6.94386  11.23275  -0.2263
H  9.03378  6.99215  9.50004  0.5175
H  10.28210  8.09769  10.24074  0.1806
H  10.99435  5.90390  8.09552  0.3237
C  10.65683  8.21824  16.78747  -0.7295
C  11.60861  7.05724  16.38961  1.5311
C  12.24621  7.19961  15.00867  -0.9263
O  12.66118  7.11038  17.28072  -0.6069
H  11.13335  9.18818  16.92977  0.4480
H  10.12354  7.97204  17.70567  0.0651
H  9.86416  8.33981  16.04924  -0.0876
H  11.09273  6.10336  16.49962  -0.7084
H  11.51731  7.27109  14.20139  -0.2780
H  12.78875  6.28013  14.78881  0.4166
H  12.97773  8.00540  14.94788  0.4852
H  13.08754  7.96376  17.17321  0.4124
C  8.44359  6.28537  20.14673  -0.1751
C  9.01536  5.29163  21.11001  0.1073
C  9.20335  3.96855  20.38048  -1.0218
O  10.22611  5.69434  21.58154  -0.5816
H  7.49447  5.87118  19.80655  0.0566
H  9.16845  6.62671  19.40769  -0.3125
H  8.21939  7.17220  20.73948  0.3844
H  8.31937  5.19038  21.94275  0.3768
H  8.26070  3.45641  20.18756  0.3456
H  9.75020  3.35540  21.09680  0.3937
H  9.77194  4.03713  19.45307  0.0919
H  10.81868  5.59376  20.83297  0.3667
C  6.19999  8.73781  10.96313  -1.0090
C  4.99454  8.23763  11.83420  0.9075
C  5.13024  8.75024  13.28698  -0.6479
O  3.75958  8.72133  11.27185  -0.6015
H  6.07665  8.53544  9.89921  0.4470
H  7.11231  8.21930  11.25798  0.0398
H  6.31853  9.80660  11.14124  0.1761
H  5.12709  7.15708  11.78007  -0.0167
H  4.39639  8.26771  13.93252  0.2344
H  5.06507  9.83727  13.33405  0.6498
H  6.12072  8.63830  13.72802  -0.5111
H  3.65704  9.66078  11.44072  0.3668
C  2.91354  6.65327  19.13783  -1.4165
C  2.61595  7.58499  17.93348  0.6648
C  3.73404  7.87112  17.01831  -1.1339
O  1.61477  6.94200  17.23768  -0.6026
H  3.17541  5.63029  18.86756  0.2196
H  2.04065  6.55535  19.78326  0.3874
H  3.75348  7.06720  19.69574  0.3555
H  2.15612  8.48592  18.33964  0.1786
H  4.52865  8.39648  17.54810  0.4032
H  3.45818  8.53917  16.20240  0.5252
H  4.05753  6.96700  16.50253  0.1148
H  1.52290  7.38798  16.39254  0.3281
C  9.94919  3.57544  16.42278  -0.3766
O  8.89210  2.79506  15.79014  -0.5830
H  9.64268  4.46627  16.97103  -0.3132
H  10.54965  3.02039  17.14352  0.5009
H  10.68079  3.98126  15.72408  0.3142
H  8.20598  3.35594  15.42100  0.1396
C  5.62986  3.54158  18.26272  -0.4892
O  4.85168  3.81421  17.09828  -0.6398
H  4.98964  2.91300  18.88167  0.4754
H  6.56015  3.00122  18.08761  0.2355
H  5.96357  4.47132  18.72347  -0.0721
H  5.46507  4.10166  16.41804  0.0229
C  3.22779  5.11845  13.81009  -0.3702
O  3.84607  3.87735  13.83377  -0.5268
H  3.93437  5.89201  13.50937  -0.0718
H  2.45802  5.05393  13.04107  0.3871
H  2.70679  5.42544  14.71697  0.1571
H  4.74415  4.02784  14.13775  0.1571
C  6.59605  0.66029  14.97332  -0.6287
O  5.70567  1.74881  14.91815  -0.5180
H  7.44982  0.70745  14.29736  0.2158
H  7.04722  0.59170  15.96319  0.2141
H  5.98369  -0.22723  14.81388  0.2883
H  6.24846  2.54057  14.90873  -0.0431
C  6.42816  3.19530  11.92609  -0.2580
O  7.58164  3.09368  12.70638  -0.6298
H  5.61897  2.58661  12.32961  0.2011
H  6.06299  4.21863  11.83920  -0.2152
H  6.67605  2.92306  10.90015  0.4083
H  7.26680  3.60124  13.45796  0.2058

Results
Net charge: -1
Calculated total energy, Ha: -1938.3938
Frontier orbital gap, Ha: 0.2902